(1)
# H8N4OSi

A cluster of 2 separate species, H8N4OSi in total at a distorted geometry (wB97M-V/def2-TZVPD, OMol25).

Structure (XYZ):
```
14
Properties=species:S:1:pos:R:3:lowdin_charge:R:1
N -2.294 1.008 0.215 0.0629
N -1.700 -1.091 -0.171 0.0613
N 2.201 -1.053 0.101 -0.1360
N -1.439 0.043 0.443 -0.1572
O 0.108 0.626 -0.449 -0.4166
Si 1.631 0.590 -0.018 0.2452
H -2.049 1.859 0.699 0.1166
H -2.651 1.139 -0.733 0.1165
H -2.016 -1.049 -1.143 0.1160
H -0.971 -1.772 -0.016 0.1068
H 3.198 -1.162 0.236 0.0034
H 1.724 -1.653 0.756 -0.0022
H 2.381 1.162 -1.141 -0.0505
H 1.877 1.353 1.221 -0.0662
```

Summary:
- energy (eV) = -16013.5503
- energy relative to the best compared isomer or geometry (same formula, charge and spin) (kcal per mole) = 23.3
- HOMO (eV) = -8.81
- total charge = 0

(2)
# C15H24N2O4

The molecule C15H24N2O4 at a distorted geometry (wB97M-V/def2-TZVPD, OMol25).

Structure (XYZ):
```
45
Properties=species:S:1:pos:R:3:lowdin_charge:R:1
C -5.150 -0.855 -1.380 -0.1114
C -4.127 -0.837 -0.252 -0.2430
C -2.743 -0.429 -0.778 -0.2029
N -1.680 -0.332 0.208 -0.1772
C -1.414 -1.566 0.931 -0.2104
C 0.081 -1.728 1.227 -0.2264
C 0.872 -2.037 -0.038 -0.0967
C -1.780 0.827 1.072 -0.1292
C -1.267 2.119 0.409 -0.3309
O -2.238 2.605 -0.488 -0.0227
C 0.066 1.863 -0.309 -0.1407
O 1.049 1.648 0.685 -0.0231
C 2.260 1.187 0.329 -0.2684
C 3.135 0.895 1.386 0.0127
C 4.398 0.419 1.137 0.0123
C 4.812 0.228 -0.180 -0.1656
N 6.129 -0.266 -0.447 -0.3684
O 6.455 -0.413 -1.608 0.0733
O 6.847 -0.508 0.503 0.0744
C 3.957 0.517 -1.237 0.0160
C 2.689 0.995 -0.988 -0.0030
H -4.854 -1.562 -2.153 0.0713
H -6.129 -1.145 -1.006 0.0683
H -5.231 0.131 -1.832 0.0724
H -4.073 -1.827 0.208 0.1019
H -4.451 -0.130 0.513 0.1016
H -2.422 -1.156 -1.532 0.1255
H -2.825 0.547 -1.258 0.1091
H -1.730 -2.402 0.304 0.1189
H -1.983 -1.619 1.873 0.1220
H 0.464 -0.813 1.680 0.0872
H 0.212 -2.538 1.947 0.1076
H 1.940 -2.048 0.167 0.0681
H 0.671 -1.286 -0.796 0.0583
H 0.587 -3.009 -0.437 0.0731
H -1.160 0.656 1.953 0.1249
H -2.809 1.020 1.408 0.1263
H -1.092 2.857 1.208 0.1524
H -1.960 3.461 -0.832 0.1007
H 0.336 2.731 -0.929 0.1397
H -0.053 0.978 -0.941 0.1217
H 2.787 1.052 2.394 0.1236
H 5.080 0.188 1.941 0.1215
H 4.303 0.363 -2.248 0.1227
H 2.039 1.220 -1.818 0.1124
```

Summary:
- energy (eV) = -27111.5712
- energy relative to the best compared isomer or geometry (same formula, charge and spin) (kcal per mole) = 102.9
- HOMO (eV) = -8.45
- total charge = 0
- structure (SMILES) = CCCN(CCC)C[C@H](O)COc1ccc([N+](=O)[O-])cc1

(3)
# C7H7N2O3S

The ion C7H7N2O3S with charge -1 at a distorted geometry (wB97M-V/def2-TZVPD, OMol25).

Structure (XYZ):
```
20
Properties=species:S:1:pos:R:3:lowdin_charge:R:1
C 1.223 1.622 0.573 -0.0869
N 1.553 0.401 -0.095 -0.0540
C 2.697 0.015 -0.653 -0.3647
O 2.924 -1.110 -1.121 -0.0506
C 0.390 -0.750 0.226 -0.1024
C 0.373 -1.125 1.831 -0.6571
O -0.788 -1.455 2.172 -0.1709
O 1.456 -1.009 2.434 -0.0306
C -0.906 -0.455 -0.368 -0.4655
N -1.310 0.404 -1.262 0.0205
C -2.648 0.338 -1.510 -0.2876
C -3.359 -0.549 -0.754 -0.4421
S -2.320 -1.376 0.305 1.0589
H 1.994 2.270 0.417 0.0331
H 0.374 2.179 0.070 0.1088
H 1.317 1.606 1.646 0.0892
H 3.645 0.618 -0.377 0.1478
H 0.780 -1.731 -0.204 0.1537
H -3.000 0.755 -2.386 0.0616
H -4.393 -0.648 -0.944 0.0389
```

Summary:
- energy (eV) = -27330.8212
- energy relative to the best compared isomer or geometry (same formula, charge and spin) (kcal per mole) = 27.4
- HOMO (eV) = -4.84
- total charge = -1
- structure (SMILES) = CN(C=O)[C@@H](C(=O)[O-])c1nccs1

(4)
# C6H7NS

The molecule C6H7NS at a distorted geometry (wB97M-V/def2-TZVPD, OMol25).

Structure (XYZ):
```
15
Properties=species:S:1:pos:R:3:lowdin_charge:R:1
C 3.104 -0.359 0.270 0.1263
C 1.923 -0.653 0.322 -0.0837
C 0.458 -0.724 0.125 -0.3715
N -0.041 -0.404 -1.206 -0.0241
C -1.487 -0.112 -0.967 -0.2033
C -1.486 0.711 0.302 -0.5558
S -0.297 2.076 0.421 0.8677
C -0.270 0.355 1.037 -0.4729
H 4.157 -0.191 0.223 0.0249
H 0.130 -1.676 0.564 0.1458
H 0.413 0.482 -1.442 0.0808
H -2.152 -0.961 -0.742 0.1226
H -1.879 0.411 -1.862 0.1232
H -2.428 0.773 0.841 0.1098
H -0.145 0.270 2.114 0.1101
```

Summary:
- energy (eV) = -18657.9396
- energy relative to the best compared isomer or geometry (same formula, charge and spin) (kcal per mole) = 64.8
- HOMO (eV) = -9.01
- total charge = 0
- structure (SMILES) = C#C[C@@H]1NC[C@@H]2S[C@H]12

(5)
# C66H73N3O5Se2SiTeV

A structure of composition C66H73N3O5Se2SiTeV at a distorted geometry (wB97M-V/def2-TZVPD, OMol25).

Structure (XYZ):
```
152
Properties=species:S:1:pos:R:3:lowdin_charge:R:1
V -0.065 -0.075 -1.108 0.4537
C -0.229 6.452 3.582 -0.0765
C -0.303 4.939 3.791 -0.5603
C -1.604 4.628 4.546 -0.0537
C 0.890 4.521 4.664 -0.0557
C -0.277 4.168 2.472 -0.1973
C -0.307 2.778 2.482 -0.0825
C -0.301 2.050 1.310 -0.3765
Se -0.213 0.123 1.366 1.1676
C 1.714 0.055 1.550 -0.3732
C 2.287 -0.047 2.796 -0.0925
C 3.673 -0.063 2.947 -0.1908
C 4.421 0.018 1.777 -0.0026
C 3.888 0.129 0.495 -0.0761
C 2.472 0.179 0.346 -0.3588
O 1.893 0.367 -0.785 -0.1926
C 4.892 0.175 -0.670 -0.5207
C 5.793 1.409 -0.511 -0.0581
C 4.268 0.243 -2.069 -0.0548
C 5.757 -1.096 -0.630 -0.0482
C 4.288 -0.158 4.341 -0.5615
C 3.785 -1.421 5.052 -0.0605
C 5.815 -0.218 4.297 -0.0775
C 3.880 1.072 5.165 -0.0574
C -0.294 2.667 0.033 -0.4371
O -0.390 1.984 -1.060 -0.3245
C -0.223 4.094 0.017 -0.0879
C -0.225 4.786 1.221 0.0062
C -0.118 4.818 -1.327 -0.5248
C -0.023 6.337 -1.159 -0.0818
C 1.147 4.344 -2.059 -0.0355
C -1.352 4.529 -2.197 -0.0494
H -0.254 6.958 4.550 0.0754
H 0.692 6.740 3.074 0.0835
H -1.071 6.815 2.989 0.0796
H -1.635 5.155 5.504 0.0748
H -2.469 4.933 3.954 0.0734
H -1.696 3.559 4.742 0.0768
H 0.883 5.063 5.615 0.0745
H 0.868 3.454 4.881 0.0693
H 1.830 4.731 4.151 0.0884
H -0.324 2.236 3.423 0.0985
H 1.636 -0.114 3.662 0.0995
H 5.501 -0.008 1.858 0.0835
H 5.195 2.321 -0.546 0.0859
H 6.336 1.399 0.436 0.0664
H 6.527 1.449 -1.323 0.0743
H 3.687 1.151 -2.212 0.0816
H 5.083 0.215 -2.802 0.0772
H 3.600 -0.595 -2.253 0.0695
H 6.366 -1.153 0.274 0.0689
H 5.126 -1.985 -0.671 0.0791
H 6.430 -1.120 -1.493 0.0765
H 4.018 -2.311 4.467 0.0874
H 4.246 -1.518 6.040 0.0734
H 2.703 -1.392 5.188 0.0672
H 6.164 -1.084 3.732 0.0837
H 6.239 0.678 3.841 0.0804
H 6.208 -0.296 5.314 0.0745
H 2.796 1.141 5.255 0.0703
H 4.305 1.026 6.173 0.0737
H 4.228 1.987 4.682 0.0860
H -0.180 5.864 1.185 0.0769
H 0.854 6.628 -0.575 0.0793
H 0.064 6.799 -2.145 0.0751
H -0.911 6.750 -0.674 0.0798
H 2.037 4.586 -1.472 0.0866
H 1.121 3.267 -2.212 0.0770
H 1.228 4.842 -3.030 0.0778
H -2.267 4.805 -1.665 0.0685
H -1.304 5.120 -3.117 0.0800
H -1.397 3.475 -2.462 0.0513
O -2.544 -2.076 0.171 -0.1260
N -2.702 -1.784 -1.019 -0.1942
O -1.932 -0.875 -1.466 -0.3795
Te -3.459 1.786 -0.869 1.5457
C -4.407 3.627 -0.380 -0.5076
C -4.157 4.228 0.850 -0.1277
C -4.746 5.439 1.179 -0.0954
C -5.588 6.073 0.276 -0.1115
C -5.833 5.491 -0.958 -0.1082
C -5.242 4.277 -1.284 -0.1511
C -5.002 0.611 -0.021 -0.5029
C -4.855 0.136 1.278 -0.1337
C -5.811 -0.702 1.831 -0.0894
C -6.918 -1.083 1.089 -0.1054
C -7.071 -0.617 -0.208 -0.1019
C -6.117 0.226 -0.756 -0.1494
H -3.483 3.746 1.550 0.0928
H -4.538 5.894 2.141 0.0931
H -6.044 7.022 0.531 0.0907
H -6.480 5.983 -1.673 0.0920
H -5.429 3.832 -2.253 0.0863
H -3.970 0.395 1.846 0.0968
H -5.675 -1.079 2.838 0.0993
H -7.651 -1.758 1.514 0.0916
H -7.920 -0.929 -0.804 0.0928
H -6.233 0.583 -1.769 0.0725
C -0.835 -2.973 -4.556 -0.0090
N -1.979 -2.113 -4.353 -0.0492
C -1.929 -0.777 -4.149 -0.7426
Se -0.434 0.279 -4.085 0.6983
N -3.209 -0.337 -4.020 0.1190
C -4.079 -1.409 -4.078 -0.1827
C -5.458 -1.506 -3.992 -0.0184
C -6.018 -2.771 -4.106 -0.1040
C -5.226 -3.903 -4.307 -0.1003
C -3.845 -3.806 -4.410 -0.0072
C -3.293 -2.540 -4.301 -0.1582
H 0.001 -2.344 -4.853 0.0471
H -1.067 -3.696 -5.340 0.0958
H -0.591 -3.488 -3.628 0.0755
H -3.384 0.547 -3.555 0.0741
H -6.075 -0.631 -3.837 0.0995
H -7.091 -2.885 -4.025 0.0913
H -5.697 -4.875 -4.368 0.0921
H -3.222 -4.681 -4.538 0.0986
O 0.590 -2.120 -1.070 -0.3491
Si 1.050 -3.610 -0.923 0.4295
C -0.089 -4.906 -1.745 -0.2302
C 0.345 -5.826 -2.699 -0.1102
C -0.519 -6.763 -3.257 -0.1114
C -1.846 -6.799 -2.861 -0.1279
C -2.301 -5.895 -1.909 -0.0996
C -1.434 -4.964 -1.361 -0.0776
C 1.198 -4.308 0.837 -0.1972
C 1.336 -5.682 1.058 -0.1133
C 1.434 -6.206 2.337 -0.1116
C 1.385 -5.359 3.437 -0.1171
C 1.237 -3.996 3.243 -0.0886
C 1.145 -3.481 1.956 -0.0582
C 2.749 -3.871 -1.745 -0.2058
C 2.998 -3.191 -2.941 -0.1005
C 4.210 -3.303 -3.605 -0.1019
C 5.218 -4.100 -3.079 -0.1216
C 5.002 -4.772 -1.886 -0.1139
C 3.783 -4.653 -1.230 -0.0958
H 1.381 -5.808 -3.021 0.0951
H -0.153 -7.460 -4.003 0.0883
H -2.526 -7.526 -3.293 0.0878
H -3.339 -5.907 -1.596 0.0999
H -1.815 -4.252 -0.638 0.0860
H 1.352 -6.360 0.210 0.0986
H 1.540 -7.277 2.479 0.0878
H 1.458 -5.764 4.441 0.0873
H 1.195 -3.324 4.092 0.0907
H 1.039 -2.412 1.815 0.0651
H 2.233 -2.529 -3.334 0.0978
H 4.377 -2.747 -4.520 0.0971
H 6.172 -4.179 -3.588 0.0883
H 5.791 -5.377 -1.454 0.0899
H 3.641 -5.172 -0.289 0.0887
```

Summary:
- ⟨S²⟩ = 3.759
- energy (eV) = -255892.2265
- energy relative to the best compared isomer or geometry (same formula, charge and spin) (kcal per mole) = 0.0
- HOMO (spin up / spin down) (eV) = -0.81 / -2.12
- total charge = -2
- 2S+1 = 4